ORCA calculation (wB97M-V/def2-TZVPD) on a 2-piece molecular cluster, C35H56I2N4O6PS overall at a distorted geometry.

Geometry as XYZ:
```
105
C35H56I2N4O6PS, DFT wB97M-V/def2-TZVPD
I -1.09949 -1.86726 4.98438
I -2.42678 1.94273 -1.50499
S -4.57437 0.78652 0.08937
P 3.77781 -0.65522 -5.99666
O 3.47354 0.60700 -6.69563
O 4.15765 -0.46341 -4.41308
O 5.34266 -0.90836 -6.43860
O 1.79910 3.61036 0.58231
O 2.27067 -1.20907 -5.63361
O -0.27869 -2.68547 -2.72313
N -0.79357 2.46911 2.47574
N -0.49131 3.60964 0.27616
N -0.78163 0.26637 0.56998
N -2.52757 -2.47866 -2.19730
C 0.73366 4.04223 0.92407
C -1.29736 2.72817 1.16194
C 0.39634 1.32661 4.18136
C 3.28689 1.02759 3.97714
C 3.54807 3.26862 5.08367
C 0.44924 -1.13109 2.38244
C -1.48462 -0.99914 0.16157
C 0.76278 5.12740 2.01067
C 1.62286 4.56385 5.75445
C 1.29983 2.43956 4.68906
C -1.20043 4.87424 -0.04855
C -0.41167 0.10352 2.05064
C -3.41488 -5.85181 -4.52555
C -3.13420 -3.47901 -4.38572
C -0.30897 -2.31501 3.04450
C 0.75330 -3.42742 3.24637
C -0.66817 -2.13585 -0.47492
C 0.76280 3.58564 5.26920
C 0.54045 0.47867 -1.68279
C -2.78443 -4.87730 -2.44255
C 0.17853 1.40214 2.65734
C -1.11229 -2.47252 -1.89296
C -3.09439 -6.00998 -3.18287
C -1.79637 1.39378 0.54983
C -2.82319 -3.62293 -3.04332
C 2.99301 4.39925 5.67177
C -6.35540 -1.25513 -0.27183
C -3.44521 -4.60910 -5.13591
C -3.16475 1.03980 1.23859
C 4.57209 0.82685 -3.97243
C 2.69390 2.28099 4.59512
C 2.14513 -2.50247 -5.00377
C 0.49684 0.57544 -0.13869
C -5.73616 -0.40527 0.87659
C 6.10632 -1.95278 -5.79957
H 6.81261 -1.49186 -5.11015
H -5.15240 -1.01974 1.56877
H 0.94161 -3.94648 2.30270
H -0.68656 3.26431 3.08555
H -2.71781 -1.66118 -2.77659
H -0.58535 1.49266 4.64149
H -3.12655 -2.48120 -4.81546
H -0.31850 -0.00544 -2.14358
H 6.66013 -2.49557 -6.56295
H 5.47666 -2.65175 -5.25267
H 0.41212 -2.01689 -0.52323
H -2.52023 -4.93943 -1.39032
H -3.64937 -6.74490 -5.09659
H -1.67486 5.34094 0.82143
H -3.06571 -6.97450 -2.69141
H -3.17462 0.13410 1.84965
H 0.41700 -4.13121 4.00813
H 2.93003 0.11315 4.45809
H -0.43066 5.56604 -0.40482
H -3.70128 -4.52244 -6.18437
H 0.58257 1.48367 -2.10647
H -2.34174 -0.83265 -0.49836
H -1.89331 4.75105 -0.87752
H 1.09436 6.04343 1.51590
H 3.65715 5.15426 6.07956
H -2.21374 3.31309 1.31568
H -7.43034 -1.08655 -0.27255
H -0.83775 -3.06111 0.09227
H 1.26835 -0.90965 3.06772
H -0.22771 5.33682 2.42443
H 3.75430 1.29724 -3.42454
H 1.31341 -0.07706 0.17294
H -0.31319 3.70755 5.36246
H 1.45354 4.82062 2.79309
H -6.09077 -2.29691 -0.09907
H 4.87500 1.46599 -4.80068
H 2.96750 0.99745 2.92864
H 1.43755 -0.03129 -2.04172
H 1.09726 -2.78835 -5.02675
H -5.93007 -0.93193 -1.22306
H 1.23712 5.45494 6.23805
H 2.72500 -3.25788 -5.53529
H 4.61746 3.10601 5.01771
H 1.68821 -3.00500 3.62616
H 2.47314 -2.44658 -3.96486
H -1.94321 -1.40510 1.06110
H -1.30184 -0.05206 2.66876
H 1.14370 1.67281 2.20770
H 0.88637 1.56715 0.09269
H 0.75585 0.37794 4.57029
H 4.37591 1.05802 3.97636
H -3.50041 1.82872 1.90978
H 0.95333 -1.59847 1.53055
H -1.05479 -2.75058 2.37908
H 5.42280 0.70096 -3.30114
H -6.50483 0.10299 1.45762
```

**Charge**: +1
**Gap between HOMO and LUMO**: 8.19 eV
**Maximum force**: 6.15 eV Å⁻¹
**LUMO level**: -2.8545 eV

These are the Mulliken partial charges, in e, on atoms 1 to 4: I 0.145; I 0.127; S -0.177; P 1.104

ORCA calculation (wB97M-V/def2-TZVPD) on C42H35F3MoN5OS2Te as an isolated structure at a distorted geometry.

Geometry as XYZ:
```
90
C42H35F3MoN5OS2Te, DFT wB97M-V/def2-TZVPD
Te -0.50112 1.37221 -0.46193
Mo 1.34723 -2.16173 -1.06336
S -0.56759 -1.43536 -2.59327
S 5.35614 -0.43504 -2.71560
F 1.36473 0.78581 -6.04372
F -0.59621 0.13917 -5.40287
F 0.76674 1.07017 -3.99059
O 2.06844 -2.00376 0.94777
N 0.71236 -0.53797 0.11402
N 2.88800 -1.17348 -1.70110
N -0.70124 -3.97245 0.66673
N 1.47127 -2.91153 -3.08460
N 0.17908 -3.66529 -0.16660
C -2.32440 -2.15723 0.15232
C 2.24373 -6.76644 -0.28232
C 3.43331 -6.15025 -0.65375
C 2.29893 -1.66992 -5.42552
C 0.81808 -1.81534 -3.53824
C -4.19887 3.80749 0.43369
C -2.98946 4.93067 -1.28215
C 0.69529 0.21055 -5.02963
C 1.26600 -1.02120 1.19226
C 3.95389 -0.86981 -2.12677
C -3.31416 -2.50111 2.72272
C 1.16322 -4.66548 -0.35937
C -0.06979 0.12728 2.98232
C 1.56184 -0.99847 4.92568
C 2.46007 -3.42412 -3.82596
C 2.04581 2.62859 0.78677
C -4.12073 4.84685 -0.47593
C -0.76739 4.15998 -2.11147
C 1.82304 -1.23412 3.58729
C 1.27798 -1.12276 -4.67623
C 2.07290 4.06209 2.74308
C 2.83155 1.94935 -0.29474
C 1.07937 -6.02688 -0.12326
C 0.69306 3.97404 2.83987
C -5.22019 5.86350 -0.61760
C 2.73275 3.39972 1.72348
C -0.00942 3.20974 1.92646
C -3.18966 2.85021 0.53713
C -3.31807 1.79070 1.60295
C 3.47755 -4.78166 -0.91870
C -1.96834 3.99382 -1.21570
C -2.08217 2.93119 -0.30400
C 2.32846 -4.02845 -0.78165
C -2.25848 -3.27435 2.28090
C 1.00923 -0.66583 2.60651
C -0.34063 0.34366 4.32272
C 2.86519 -2.87271 -5.01804
C 0.47264 -0.21946 5.29518
C -1.73235 -3.10092 0.99449
C -3.40907 -1.41693 0.58547
C -3.89979 -1.56935 1.87470
C 0.65335 2.52807 0.90753
H -1.80419 -4.01975 2.92075
H -5.75972 5.70637 -1.55377
H -1.19799 0.93713 4.61496
H 2.63257 4.65701 3.45353
H 2.65326 -1.15921 -6.31034
H -0.65051 3.29689 -2.76602
H -0.87048 5.04817 -2.73280
H 2.23251 1.79161 -1.19103
H -4.31794 1.35438 1.60350
H -4.74392 -0.98159 2.21240
H -3.69932 -2.63610 3.72503
H 2.64879 -1.85973 3.27839
H 4.41068 -4.31778 -1.22020
H 0.16345 4.50567 3.61996
H 3.17511 0.97425 0.04855
H 0.25443 -0.05460 6.34266
H 4.33528 -6.74285 -0.74269
H -2.90904 5.74933 -1.99022
H 3.63924 -3.34779 -5.60194
H 0.14562 -6.48518 0.17277
H -5.93568 5.79732 0.20084
H 3.80951 3.48468 1.63613
H -0.69833 0.55618 2.21431
H -1.97999 -2.04518 -0.86087
H 2.22798 -7.83362 -0.10237
H -2.58852 0.99788 1.44984
H -4.80850 6.87292 -0.64064
H 2.93200 -4.31313 -3.42852
H -3.14904 2.22093 2.59359
H 0.14772 4.25985 -1.52177
H 3.71231 2.53220 -0.56346
H 2.19612 -1.43089 5.68873
H -1.08760 3.15582 1.99948
H -3.88523 -0.73084 -0.10339
H -5.06266 3.73418 1.08722
```

**⟨S²⟩**: 0.760
**Spin multiplicity**: 2
**Gap between HOMO and LUMO (alpha / beta)**: 5.82 / 5.00 eV
**Relative energy (zero: lowest compared OMol25 entry of this formula, charge and spin)**: 231.6 kJ/mol
**Maximum force**: 1.74 eV Å⁻¹
**LUMO level (alpha / beta)**: -1.0802 / -1.9007 eV

These are the Mulliken partial charges, in e, on atoms 1 to 4: Te 0.000; Mo -1.754; S -0.562; S -0.388

ORCA calculation (wB97M-V/def2-TZVPD) on C32H27N3S2W as an isolated structure.

Geometry as XYZ:
```
65
C32H27N3S2W, DFT wB97M-V/def2-TZVPD
W 1.26566 0.42074 -0.52507
S 0.29338 -1.61390 -4.51406
S 0.20961 -2.80260 2.60152
N 0.23527 -0.57426 -2.17857
N 0.64599 -0.92902 0.87875
N 2.07041 -2.78395 0.69092
C -3.94459 -2.61136 0.48374
C 3.21555 5.24679 3.82632
C -4.70765 -0.35455 -0.28451
C -4.40068 -1.79056 -0.73062
C -2.35159 -2.42164 -3.93094
C 2.77449 0.26337 -1.93933
C 2.24753 1.66530 0.66884
C 4.52393 0.24491 -4.12019
C -3.26720 -1.77877 -1.75807
C 3.40082 3.40362 2.29147
C -0.79239 -1.36961 2.67692
C 1.07040 -2.13510 1.27030
C 4.94513 0.72812 -2.89147
C 5.38982 4.31425 3.29330
C -5.68056 -2.40836 -1.29239
C -2.12038 1.02473 2.43502
C 3.23043 -0.24235 -4.28221
C -0.42840 -0.46836 1.68907
C -1.08784 0.74366 1.55359
C -1.16912 -1.77780 -3.58870
C -3.37846 -2.41411 -3.00756
C -2.07580 -1.14135 -1.43903
C 4.59909 5.23433 3.97503
C 2.78930 2.48139 1.42719
C -1.82779 -1.09846 3.55851
C 2.36993 -0.22771 -3.19949
C -1.03269 -1.14717 -2.35327
C 4.08067 0.73710 -1.80027
C 2.60982 4.33249 2.98957
C -2.48678 0.11290 3.42511
C 4.79769 3.39912 2.44814
C 0.99999 -0.74504 -3.24949
H 2.62016 -2.36358 -0.04283
H -6.03512 -1.87765 -2.17714
H -2.47442 -2.91271 -4.88597
H 5.06834 5.95438 4.63246
H 5.20360 0.24541 -4.96122
H -0.83119 1.48785 0.79825
H -2.64792 1.96452 2.34906
H 2.37187 -3.68112 1.03653
H -4.72961 -2.62182 1.24114
H -6.46755 -2.35448 -0.54030
H 1.53657 4.32505 2.85888
H -5.54994 -3.46088 -1.54780
H -3.72727 -3.64412 0.20690
H 6.46251 4.31953 3.42458
H -4.97205 0.27848 -1.13252
H -2.11422 -1.80448 4.32566
H -1.96848 -0.63964 -0.48685
H -5.54958 -0.35781 0.40875
H -3.04692 -2.18126 0.93652
H 5.39385 2.67727 1.90696
H 5.95218 1.10605 -2.77900
H -3.29585 0.35379 4.09983
H 2.61960 5.97054 4.36394
H -4.30130 -2.90853 -3.27014
H -3.86204 0.10206 0.23287
H 2.91235 -0.61506 -5.24793
H 4.41946 1.12143 -0.84867
```

**⟨S²⟩**: 2.054
**Spin multiplicity**: 3
**Charge**: +2
**Gap between HOMO and LUMO (alpha / beta)**: 5.87 / 6.68 eV
**Relative energy (zero: lowest compared OMol25 entry of this formula, charge and spin)**: 31.1 kJ/mol
**Maximum force**: 0.34 eV Å⁻¹
**LUMO level (alpha / beta)**: -7.9488 / -7.2834 eV

These are the Mulliken partial charges, in e, on atoms 1 to 4: W 0.743; S -0.291; S -0.235; N -0.169

ORCA calculation (wB97M-V/def2-TZVPD) on a 2-piece molecular cluster, C5H14N2O overall at a distorted geometry.

Geometry as XYZ:
```
22
C5H14N2O, DFT wB97M-V/def2-TZVPD
O -1.74801 -2.56831 1.83956
N -0.22452 0.82287 1.89819
N 1.62785 0.24207 0.06858
C -0.10917 0.41640 -3.34343
C -0.85581 -0.38624 2.52151
C 1.21847 0.60877 -1.29222
C 0.27579 -0.02589 -1.97182
C -1.24239 -1.40742 1.40928
H -0.29159 -0.84017 -1.54027
H -0.12138 -0.86935 3.16418
H 1.70836 1.49213 -1.67621
H 0.26951 -0.23606 -4.13299
H 0.28124 1.41339 -3.54704
H -0.30421 -1.58551 0.87320
H 0.77265 0.50945 0.93405
H -1.72062 -0.03898 3.08167
H -1.18954 0.45069 -3.49461
H 2.43179 0.77507 0.38111
H -1.90033 -0.85496 0.70896
H -0.90796 1.37747 1.38965
H 1.88731 -0.73874 0.11730
H 0.14256 1.44332 2.61135
```

**⟨S²⟩**: 0.754
**Spin multiplicity**: 2
**Charge**: +1
**Gap between HOMO and LUMO (alpha / beta)**: 10.66 / 8.49 eV
**Relative energy (zero: lowest compared OMol25 entry of this formula, charge and spin)**: 160.1 kJ/mol
**Maximum force**: 2.11 eV Å⁻¹
**LUMO level (alpha / beta)**: -3.0824 / -5.2416 eV

These are the Mulliken partial charges, in e, on atoms 1 to 4: O -0.333; N -0.592; N -0.302; C -1.231

ORCA calculation (wB97M-V/def2-TZVPD) on C3H5N3OS in the gas phase at a distorted geometry.

Geometry as XYZ:
```
13
C3H5N3OS, DFT wB97M-V/def2-TZVPD
S -0.04100 -2.32927 3.55344
O -0.62124 0.95619 -1.46188
N 1.08699 -0.14093 -0.42499
N 1.41529 -1.31390 1.52589
N -0.18098 0.12603 -0.36780
C -1.89141 1.43051 -1.09864
C 0.60529 -1.81122 2.25296
C 1.82050 -0.81637 0.37086
H -2.77695 0.68045 -1.35638
H -2.06574 2.38283 -1.74563
H 1.55652 0.25699 -1.26084
H 2.82587 -1.15106 -0.01332
H -1.73314 1.72976 0.02633
```

**⟨S²⟩**: 2.022
**Spin multiplicity**: 3
**Gap between HOMO and LUMO (alpha / beta)**: 6.26 / 8.12 eV
**Relative energy (zero: lowest compared OMol25 entry of this formula, charge and spin)**: 220.5 kJ/mol
**Maximum force**: 8.95 eV Å⁻¹
**LUMO level (alpha / beta)**: 0.6497 / -1.1554 eV

These are the Mulliken partial charges, in e, on atoms 1 to 4: S -0.401; O -0.217; N 0.188; N -0.233

ORCA calculation (wB97M-V/def2-TZVPD) on C8H16HoO4 as an isolated structure at a distorted geometry.

Geometry as XYZ:
```
29
C8H16HoO4, DFT wB97M-V/def2-TZVPD
Ho -2.82042 1.09531 0.97754
O -2.92505 1.78108 3.20053
O -1.20322 -0.47116 1.06409
O -4.39345 2.26227 1.02357
O -1.12235 1.77090 -0.28476
C -4.87296 2.73770 2.23540
C -1.92543 1.66522 4.13321
C 0.08465 -0.06710 0.56163
C -0.13849 0.80526 -0.64668
C -1.53498 0.44558 4.54970
C -1.26161 2.84978 -1.20656
C -3.74675 2.97246 3.23600
C -1.19027 -1.46144 2.02372
H -0.48705 0.22652 -1.51451
H -1.42370 2.60430 4.37532
H -2.07864 -2.09279 2.03657
H 0.66493 -0.95670 0.28823
H -1.47286 2.45960 -2.21146
H -0.68554 0.38057 5.22850
H 0.59647 0.48945 1.35886
H -3.11256 3.82486 2.94893
H 0.80381 1.30513 -0.91106
H -2.09725 3.46574 -0.85979
H -2.24098 -0.38594 4.47184
H -5.58557 2.01736 2.68635
H -5.40887 3.70050 2.12994
H -0.32584 -1.39220 2.68183
H -4.12398 3.11728 4.25698
H -0.33938 3.44475 -1.21135
```

**⟨S²⟩**: 8.758
**Spin multiplicity**: 6
**Charge**: +2
**Gap between HOMO and LUMO (alpha / beta)**: 7.91 / 8.80 eV
**Relative energy (zero: lowest compared OMol25 entry of this formula, charge and spin)**: 69.3 kJ/mol
**Maximum force**: 2.30 eV Å⁻¹
**LUMO level (alpha / beta)**: -7.9707 / -8.0099 eV

These are the Mulliken partial charges, in e, on atoms 1 to 4: Ho 1.661; O -0.239; O -0.200; O -0.549

ORCA calculation (wB97M-V/def2-TZVPD) on a 2-piece molecular cluster, C4H9NOP overall at a distorted geometry.

Geometry as XYZ:
```
16
C4H9NOP, DFT wB97M-V/def2-TZVPD
P -2.35122 0.03795 -1.34817
O 0.66517 1.23927 -1.94584
N -1.30251 0.34783 -0.06463
C 1.59912 -1.29175 0.33701
C 0.99732 0.74950 -0.93008
C 1.64297 0.18617 0.20312
C -1.54865 0.30871 1.17437
H -0.76077 0.17339 1.84011
H 0.58195 -1.48034 0.23271
H -1.60638 0.52698 -2.41022
H -3.08655 1.18877 -1.20462
H 2.16742 -1.87796 -0.38530
H 2.63400 0.73169 0.20895
H 1.85536 -1.50248 1.38669
H 1.06707 0.39573 1.20722
H -2.55428 0.26653 1.69871
```

**Charge**: +1
**Gap between HOMO and LUMO**: 8.29 eV
**Relative energy (zero: lowest compared OMol25 entry of this formula, charge and spin)**: 280.1 kJ/mol
**Maximum force**: 6.28 eV Å⁻¹
**LUMO level**: -5.0843 eV

These are the Mulliken partial charges, in e, on atoms 1 to 4: P -0.033; O -0.200; N -0.239; C -1.047

ORCA calculation (wB97M-V/def2-TZVPD) on C4H5NO in the gas phase at a distorted geometry.

Geometry as XYZ:
```
11
C4H5NO, DFT wB97M-V/def2-TZVPD
O -0.91787 1.48395 1.19648
N 0.34014 -2.12265 -1.31835
C -0.26468 0.70606 0.59122
C 1.14927 0.44068 0.68911
C -0.36805 -1.27806 -1.02511
C -1.12653 -0.20969 -0.57492
H 1.56565 0.44405 -0.38767
H 1.33938 -0.56752 1.05076
H -2.07639 -0.53531 -0.16626
H -1.31961 0.49292 -1.38297
H 1.67443 1.14138 1.32336
```

**SMILES string**: CC(=O)CC#N
**Gap between HOMO and LUMO**: 10.81 eV
**Relative energy (zero: lowest compared OMol25 entry of this formula, charge and spin)**: 81.3 kJ/mol
**Maximum force**: 3.53 eV Å⁻¹
**LUMO level**: 0.6897 eV

These are the Mulliken partial charges, in e, on atoms 1 to 4: O -0.487; N -0.407; C 0.655; C -1.132

- Which of these has the lowest maximum force?
  C32H27N3S2W